# 1
A molecular structure, C17H58F3O15Y in a non-equilibrium geometry. Source: OMol25; level of theory: ωB97M-V with the def2-TZVPD basis set.

Output
F_max = 4.639 eV/A
E_HOMO = -13.1 eV
Frontier orbital gap = 1.15 eV
Total charge = +2
Calculated total energy = -2147.6684 a.u.
Energy relative to the best compared isomer or geometry (same formula, charge and spin) = 492.9 kcal per mole

Last column: Löwdin charge in e.
Cartesian coordinates (Å):
Y: -4.180 -5.101 -0.472  1.085
F: -12.043 -7.321 -3.321  0.176
F: -11.261 -6.617 -1.509  0.219
F: -11.082 -8.710 -1.999  0.186
O: -17.176 -5.425 -3.288  -0.107
O: -11.379 -12.067 -8.959  -0.116
O: -8.677 -10.315 4.208  -0.070
O: -11.806 -2.602 -14.393  -0.068
O: -8.480 -7.065 -2.380  0.131
O: -4.381 -6.181 -10.127  -0.114
O: -13.086 -18.038 -2.081  -0.056
O: -13.279 1.107 -0.916  -0.138
O: -14.972 -5.840 5.515  -0.067
O: -5.874 -12.658 -0.398  -0.124
O: -1.247 -8.852 -6.631  -0.131
O: -9.250 4.404 -3.335  -0.117
O: -6.730 1.293 -10.743  -0.099
O: -9.753 -5.689 -3.598  -0.019
O: -7.771 -2.167 0.663  -0.167
C: -2.294 -9.725 -6.152  -0.145
C: -6.014 0.308 -9.953  -0.134
C: -14.714 1.130 -1.014  -0.150
C: -6.383 -13.706 -1.214  -0.157
C: -10.197 -3.838 -4.945  -0.044
C: -14.765 -6.129 4.189  -0.198
C: -18.309 -6.071 -2.689  -0.144
C: -9.939 -10.569 4.589  -0.219
C: -9.049 -2.398 1.234  -0.153
C: -5.451 -6.891 -10.764  -0.146
C: -8.414 5.269 -2.516  -0.137
C: -11.818 -2.934 -13.049  -0.181
C: -13.257 -16.676 -2.290  -0.181
C: -10.019 -5.391 -4.969  -0.173
C: -9.674 -7.025 -3.152  -0.268
C: -10.254 -12.779 -8.393  -0.139
C: -11.013 -7.451 -2.472  -0.570
H: -9.512 -7.711 -3.984  0.216
H: -13.751 -5.812 3.945  0.074
H: -15.133 0.473 -0.252  0.076
H: -8.112 6.187 -3.019  0.080
H: -9.564 3.756 -2.700  0.063
H: -4.958 -7.567 -11.463  0.083
H: -12.110 -12.679 -8.843  0.073
H: -8.883 5.604 -1.592  0.075
H: -14.212 -16.157 -2.219  0.082
H: -15.263 -4.928 5.582  0.092
H: -11.062 -3.579 -4.334  0.081
H: -11.877 -1.941 -12.603  0.086
H: -6.706 -13.231 -2.141  0.072
H: -5.995 -6.216 -11.424  0.072
H: -7.175 -14.302 -0.761  0.078
H: -18.104 -7.076 -2.321  0.077
H: -9.190 -1.517 1.860  0.089
H: -7.507 -1.293 0.959  0.071
H: -8.695 -9.523 3.666  0.083
H: -1.334 -7.936 -6.356  0.062
H: -14.752 -7.173 3.875  0.082
H: -13.070 0.253 -1.303  0.056
H: -9.075 -3.228 1.940  0.071
H: -15.026 2.173 -0.960  0.082
H: -10.354 -10.024 5.437  0.086
H: -5.576 -14.382 -1.495  0.079
H: -7.534 4.683 -2.251  0.071
H: -6.355 -0.651 -10.342  0.073
H: -12.649 -3.569 -12.741  0.085
H: -15.448 -5.608 3.519  0.083
H: -10.631 -10.464 3.752  0.081
H: -4.642 -5.934 -9.237  0.063
H: -9.108 -5.520 -5.553  0.138
H: -10.975 -5.788 -5.310  0.139
H: -9.372 -3.419 -4.369  0.079
H: -18.569 -5.402 -1.868  0.081
H: -11.826 -3.430 -14.878  0.088
H: -2.469 -10.377 -7.007  0.081
H: -9.969 -11.627 4.849  0.090
H: -10.179 -13.701 -8.969  0.078
H: -15.035 0.821 -2.009  0.073
H: -10.325 -3.342 -5.908  0.090
H: -4.933 0.408 -10.053  0.082
H: -7.458 1.498 -10.152  0.068
H: -9.776 -2.639 0.458  0.077
H: -6.175 -7.354 -10.093  0.075
H: -1.869 -10.285 -5.319  0.071
H: -6.217 -11.841 -0.769  0.058
H: -10.503 -13.067 -7.372  0.075
H: -6.342 0.306 -8.913  0.072
H: -12.442 -18.326 -2.732  0.089
H: -12.714 -16.083 -1.555  0.081
H: -19.199 -6.216 -3.302  0.082
H: -12.956 -16.438 -3.311  0.081
H: -10.886 -3.379 -12.703  0.079
H: -9.282 -12.302 -8.519  0.078
H: -16.454 -5.726 -2.731  0.065
H: -3.206 -9.238 -5.806  0.064

***

# 2
A single C25H24O5 molecule in a non-equilibrium geometry. Source: OMol25; level of theory: ωB97M-V with the def2-TZVPD basis set.

Output
SMILES = CC(C)=CCc1c2c(c3occ(-c4ccc(O)cc4)c(=O)c3c1O)C=CC(C)(C)O2
F_max = 1.058 eV/A
E_HOMO = -7.7 eV
Frontier orbital gap = 8.05 eV
Calculated total energy = -1343.2630 a.u.
Energy relative to the best compared isomer or geometry (same formula, charge and spin) = 0.0 kcal per mole

Last column: Löwdin charge in e.
Cartesian coordinates (Å):
O: -0.579 -2.837 -0.462  0.055
O: -2.339 -1.206 0.443  0.093
O: 3.578 -7.147 -2.329  0.055
O: -1.322 3.360 0.560  0.035
O: 1.968 0.308 -1.020  0.079
C: -3.134 2.914 4.714  -0.070
C: -1.186 5.557 -0.337  -0.005
C: 3.059 -5.921 -2.057  -0.321
C: -1.817 1.087 0.515  -0.069
C: -2.984 1.680 2.588  -0.067
C: 1.270 2.972 -0.457  0.000
C: 0.726 0.534 -0.521  -0.122
C: 0.194 -1.885 -0.630  -0.266
C: -0.899 2.117 0.287  -0.132
C: -0.446 4.499 0.493  -0.520
C: 0.887 4.203 -0.134  -0.022
C: 3.378 -3.726 -1.143  -0.027
C: -4.067 3.931 2.590  -0.058
C: -0.176 -0.519 -0.311  0.011
C: 0.379 1.854 -0.229  -0.065
C: 1.748 -5.587 -2.377  -0.012
C: 2.324 -0.945 -1.306  -0.016
C: 2.068 -3.379 -1.472  -0.183
C: 1.259 -4.328 -2.089  -0.014
C: -0.238 4.992 1.934  0.003
C: -3.366 2.770 3.239  -0.350
C: 1.553 -2.044 -1.151  -0.071
C: -3.158 1.398 1.124  -0.105
C: -1.460 -0.226 0.221  -0.190
C: 3.873 -4.979 -1.433  -0.009
H: -2.476 3.761 4.911  0.076
H: 1.520 5.061 -0.294  0.119
H: 0.365 5.896 1.939  0.088
H: -4.057 4.795 3.251  0.075
H: 0.267 4.224 2.516  0.096
H: 4.007 -3.010 -0.633  0.114
H: -3.604 2.249 0.611  0.115
H: 1.107 -6.320 -2.850  0.114
H: -2.680 2.017 5.129  0.073
H: -2.485 0.888 3.131  0.119
H: -3.583 4.199 1.654  0.055
H: -1.202 5.197 2.393  0.078
H: 2.234 2.771 -0.896  0.116
H: 4.884 -5.254 -1.176  0.117
H: -3.802 0.525 1.001  0.121
H: 2.899 -7.705 -2.729  0.106
H: -1.346 5.186 -1.347  0.094
H: -5.107 3.682 2.378  0.087
H: -4.077 3.099 5.227  0.080
H: -2.151 5.773 0.113  0.081
H: 0.242 -4.082 -2.350  0.116
H: -1.901 -2.059 0.168  0.088
H: -0.603 6.473 -0.384  0.088
H: 3.329 -0.992 -1.705  0.146

***

# 3
3 unconnected molecules or ions with the total composition C4H12N2O in a non-equilibrium geometry. Source: OMol25; level of theory: ωB97M-V with the def2-TZVPD basis set.

Output
F_max = 2.247 eV/A
E_HOMO = -8.3 eV
Frontier orbital gap = 6.68 eV
Calculated total energy = -344.2255 a.u.
Energy relative to the best compared isomer or geometry (same formula, charge and spin) = 100.1 kcal per mole

Last column: Löwdin charge in e.
Cartesian coordinates (Å):
O: -0.233 -1.649 0.574  -0.393
N: -1.038 0.806 0.005  0.109
N: 1.265 0.279 1.450  0.172
C: -0.391 1.851 0.634  -0.407
C: 0.731 1.452 1.443  -0.035
C: -0.765 3.131 0.447  0.101
C: 0.273 -2.737 -2.194  -0.063
H: 1.252 -2.769 -2.673  0.007
H: -0.413 -2.188 1.349  -0.045
H: 2.194 0.181 1.060  0.151
H: -0.345 -3.408 -2.778  0.008
H: -1.676 3.152 -0.144  0.073
H: -0.819 -0.130 0.364  0.010
H: 0.491 -3.065 -1.192  -0.013
H: 0.692 -0.534 0.999  0.027
H: -0.154 -1.746 -2.111  0.004
H: 1.296 2.199 1.998  0.133
H: -0.373 4.042 0.864  0.065
H: -1.987 1.134 -0.096  0.096

***

# 4
A single C5H8P2 molecule in a non-equilibrium geometry. Source: OMol25; level of theory: ωB97M-V with the def2-TZVPD basis set.

Output
SMILES = CC#C[PH]#P=CC
F_max = 3.401 eV/A
E_HOMO = -8.6 eV
Frontier orbital gap = 9.02 eV
Calculated total energy = -877.8942 a.u.
Energy relative to the best compared isomer or geometry (same formula, charge and spin) = 42.8 kcal per mole

Last column: Löwdin charge in e.
Cartesian coordinates (Å):
P: 1.444 1.747 0.554  0.555
P: 1.938 0.122 -0.770  0.650
C: -0.300 1.713 0.085  -0.406
C: 1.628 -1.106 0.317  -0.653
C: 1.557 -2.515 0.167  -0.223
C: -2.893 1.453 -0.338  -0.126
C: -1.484 1.580 -0.205  -0.193
H: -3.183 0.805 0.557  0.115
H: 2.035 -2.924 0.999  0.047
H: 1.873 2.535 -0.537  -0.131
H: 0.512 -2.854 0.286  0.093
H: -3.439 2.317 -0.570  0.058
H: 2.064 -2.958 -0.726  0.091
H: -3.182 0.834 -1.194  0.078
H: 1.432 -0.749 1.374  0.044

***

# 5
2 unconnected molecules or ions with the total composition C32H47Br2FN3O7S in a non-equilibrium geometry. Source: OMol25; level of theory: ωB97M-V with the def2-TZVPD basis set.

Output
F_max = 9.214 eV/A
E_HOMO = -2.4 eV
Frontier orbital gap = 1.00 eV
Total charge = -1
Calculated total energy = -7583.6952 a.u.
Energy relative to the best compared isomer or geometry (same formula, charge and spin) = 276.9 kcal per mole

Last column: Löwdin charge in e.
Cartesian coordinates (Å):
Br: -4.685 -0.167 -1.174  0.620
Br: -3.173 1.729 -1.755  0.635
S: -0.575 -1.223 -6.491  0.806
F: -5.463 1.252 -4.215  -0.133
O: 2.680 -0.196 11.517  0.028
O: 0.258 -3.424 0.404  -0.020
O: 1.103 1.071 7.296  -0.031
O: 3.710 2.043 6.782  0.015
O: -0.276 1.944 3.265  -0.276
O: 5.176 1.076 11.121  -0.021
O: 0.131 -1.308 1.532  -0.047
N: -1.763 0.189 -3.999  -0.088
N: -1.274 -1.972 -5.040  -0.367
N: -2.426 -1.628 -2.669  -0.076
C: 1.909 0.481 9.424  0.048
C: -4.616 -1.792 -3.789  -0.061
C: -4.031 1.050 -4.644  -0.194
C: -4.710 3.652 -4.990  -0.146
C: 0.741 0.382 -1.400  -0.166
C: -0.293 3.350 2.835  -0.138
C: 0.484 1.749 4.510  -0.222
C: -2.838 -3.041 -0.432  -0.194
C: -2.292 -2.902 -1.951  -0.199
C: 4.859 1.014 1.671  -0.224
C: -5.663 -2.383 -4.555  0.089
C: -2.152 -2.061 0.686  -0.098
C: -3.551 2.504 -5.280  -0.177
C: 2.960 0.403 10.474  -0.332
C: 0.737 0.225 -3.067  -0.185
C: -0.731 -4.197 -6.396  -0.165
C: -0.534 -2.286 0.894  -0.275
C: -3.068 0.559 -3.369  -0.607
C: 4.621 0.392 0.173  -0.222
C: 2.501 1.049 2.927  -0.198
C: 4.305 1.070 10.198  -0.423
C: 4.401 1.584 8.959  0.043
C: 2.001 1.007 8.191  -0.407
C: 2.239 -0.175 -0.930  -0.224
C: -1.333 -3.477 -5.047  -0.251
C: -1.763 -1.311 -3.959  -0.227
C: -0.527 0.980 -3.788  -0.219
C: 3.381 1.578 7.878  -0.331
C: -3.713 -0.865 -2.762  -0.653
C: 3.959 0.282 2.856  -0.201
C: 1.559 0.509 4.196  -0.144
C: 3.320 1.030 -0.630  -0.211
H: 0.901 -0.413 3.854  0.099
H: -6.304 -2.837 -5.455  0.064
H: 2.647 2.222 3.080  0.124
H: 1.080 2.687 4.878  0.123
H: 1.131 -3.371 0.932  0.144
H: -2.818 -3.760 -2.593  0.125
H: -2.529 2.853 -4.824  0.103
H: -0.146 -0.181 -0.888  0.089
H: -0.845 -3.989 -4.104  0.128
H: -1.270 -3.877 -7.399  0.069
H: 0.754 1.552 -1.177  0.121
H: -4.947 3.761 -3.834  0.078
H: 4.490 -0.774 0.240  0.102
H: -4.353 4.732 -5.337  0.083
H: -2.492 -3.766 -5.015  0.130
H: -4.028 -2.961 -0.477  0.104
H: -0.902 -5.374 -6.316  0.097
H: 1.709 0.829 -3.410  0.125
H: -1.139 -3.213 -1.939  0.138
H: 0.968 0.040 9.735  0.110
H: 2.786 1.819 0.074  0.103
H: 2.203 -0.878 0.004  0.088
H: -0.128 1.300 -4.869  0.106
H: 2.673 -0.832 -1.827  0.112
H: 3.873 -0.881 2.725  0.110
H: 2.210 0.253 5.146  0.108
H: 4.615 2.166 1.617  0.112
H: -5.725 3.440 -5.544  0.081
H: 5.325 2.071 8.668  0.109
H: 4.552 0.468 3.872  0.119
H: -0.659 2.018 -3.217  0.119
H: -4.011 0.288 -5.545  0.153
H: -0.282 3.349 1.656  0.086
H: 3.656 1.562 -1.644  0.113
H: -2.630 -4.159 -0.079  0.135
H: -3.492 2.392 -6.466  0.120
H: 0.627 3.987 3.179  0.094
H: 0.925 -0.879 -3.406  0.104
H: 5.985 0.844 1.973  0.103
H: -2.412 -0.905 0.543  0.111
H: 1.920 0.822 1.917  0.094
H: 5.610 0.597 -0.439  0.101
H: -0.266 1.432 5.380  0.122
H: 0.429 -4.036 -6.411  0.080
H: -1.317 -1.618 -7.615  -0.108
H: -2.655 -2.346 1.730  0.147
H: -1.310 3.824 3.170  0.089

***

# 6
A molecular structure, C2H4I2 in a non-equilibrium geometry. Source: OMol25; level of theory: ωB97M-V with the def2-TZVPD basis set.

Output
F_max = 4.965 eV/A
E_HOMO = -8.8 eV
Frontier orbital gap = 8.69 eV
Calculated total energy = -673.8855 a.u.
Energy relative to the best compared isomer or geometry (same formula, charge and spin) = 61.1 kcal per mole

Last column: Löwdin charge in e.
Cartesian coordinates (Å):
I: 2.541 -1.929 0.029  0.639
I: 2.724 1.663 0.106  0.694
C: 1.710 -0.041 -0.557  -1.274
C: -0.229 0.065 0.397  -0.080
H: -0.645 -0.891 -0.091  0.047
H: -0.456 1.154 0.251  0.016
H: 0.047 0.023 1.518  0.041
H: 1.422 -0.091 -1.555  -0.085

***

# 7
A single C7H9N3O molecule in a non-equilibrium geometry. Source: OMol25; level of theory: ωB97M-V with the def2-TZVPD basis set.

Output
SMILES = [H]/N=N/N1[C@@H]2C=C[C@@]1(C=O)CC2
F_max = 3.830 eV/A
E_HOMO = -9.0 eV
Frontier orbital gap = 9.75 eV
Calculated total energy = -511.4962 a.u.
Energy relative to the best compared isomer or geometry (same formula, charge and spin) = 93.7 kcal per mole

Last column: Löwdin charge in e.
Cartesian coordinates (Å):
O: -1.523 -2.129 -1.970  0.059
N: -0.702 0.517 0.371  -0.095
N: -1.466 0.532 1.423  -0.038
N: -1.138 1.300 2.387  0.046
C: 0.769 1.337 -1.212  0.000
C: 0.790 -1.235 0.137  -0.090
C: 1.499 -0.042 0.694  -0.158
C: 0.089 0.289 -1.701  -0.019
C: -1.655 -1.420 -1.009  -0.156
C: 0.682 1.127 0.270  -0.270
C: -0.444 -0.521 -0.555  -0.403
H: -2.686 -1.208 -0.500  0.148
H: 1.293 -1.849 -0.689  0.146
H: 1.382 -0.202 1.817  0.139
H: 2.527 0.245 0.360  0.138
H: 0.100 -0.174 -2.727  0.141
H: 1.323 2.011 -1.925  0.131
H: 0.770 1.973 0.974  0.137
H: -1.917 1.379 3.000  0.019
H: 0.309 -1.927 0.854  0.124